Entry 1:
{
  "formula": "C4H8N4O2S2",
  "method": "the ωB97M-V functional and the def2-TZVPD basis",
  "symbols": ["C", "C", "C", "C", "N", "N", "N", "N", "O", "O", "S", "S", "H", "H", "H", "H", "H", "H", "H", "H"],
  "xyz": [[1.98404, -0.41603, 1.71464], [0.34794, 0.59515, 0.12559], [-1.80300, -1.43509, -0.47973], [2.14822, -1.38482, 2.87087], [-0.58944, 0.60408, -0.79315], [-1.45529, -0.34272, -1.11424], [-0.96468, 2.05289, -3.10643], [0.83475, -0.39555, 0.89224], [2.86787, 0.41909, 1.47822], [-3.19128, 2.69650, -4.26519], [-1.68598, -2.05783, 1.13037], [-2.45127, 1.65320, -3.53605], [0.99937, 1.54510, 0.11498], [-2.48194, -2.03573, -1.00304], [1.33205, -2.15144, 2.96516], [3.00872, -1.98376, 2.71489], [2.32813, -0.76625, 3.79592], [-0.61703, 1.48385, -1.35310], [-0.65927, 2.93277, -3.33807], [0.04807, -1.01340, 1.18612]],
  "mulliken_charge": [0.64, 0.00, -0.11, -0.86, 0.38, -0.70, -0.56, 0.08, -0.58, -0.46, -0.50, 0.67, 0.29, 0.36, 0.26, 0.31, 0.26, 0.37, 0.25, -0.10],
  "relative_energy_kj_mol": 0.0,
  "lumo_energy_ev": -1.7,
  "homo_energy_ha": -0.296,
  "gap_ev": 6.38
}



Entry 2:
{
  "formula": "C4H8N5O",
  "method": "the ωB97M-V functional and the def2-TZVPD basis",
  "symbols": ["H", "N", "C", "C", "C", "N", "N", "N", "C", "N", "O", "H", "H", "H", "H", "H", "H", "H"],
  "xyz": [[0.03097, -2.06962, -0.15423], [0.62415, -1.28414, -0.16397], [1.86480, -1.40875, 0.02506], [2.73559, -0.21513, -0.04529], [1.97024, 1.08621, 0.06759], [0.74199, 1.19867, -0.06441], [-0.29488, 0.53882, -0.46358], [-1.36537, 0.74197, 0.20330], [-2.50940, -0.09913, 0.02910], [-3.63253, 0.62817, -0.03767], [-2.36826, -1.25277, -0.20316], [2.38983, -2.32224, 0.09853], [3.34867, -0.15002, -0.98646], [3.53870, -0.47341, 0.75951], [2.57410, 2.13036, 0.07749], [-1.39714, 1.11959, 1.07111], [-3.75714, 1.64368, 0.02053], [-4.49433, 0.18774, -0.23344]],
  "mulliken_charge": [0.23, -0.33, -0.14, -0.41, -0.06, -0.14, -0.02, 0.09, 0.53, -0.37, -0.47, 0.44, 0.30, 0.33, 0.30, 0.24, 0.22, 0.24],
  "relative_energy_kj_mol": 339.8,
  "charge": 1,
  "lumo_energy_ev": -4.8,
  "homo_energy_ha": -0.511,
  "smiles": "[H]/N=C/C/C=N\\N=[NH+]\\C(N)=O",
  "gap_ev": 9.11
}



Entry 3:
{
  "formula": "C4H8N5O4",
  "method": "the ωB97M-V functional and the def2-TZVPD basis",
  "symbols": ["C", "O", "C", "N", "C", "N", "O", "N", "C", "N", "O", "O", "N", "H", "H", "H", "H", "H", "H", "H", "H"],
  "xyz": [[-2.76805, 1.36157, -0.54053], [-2.06034, 0.16046, -0.78308], [-0.97216, 0.07172, 0.06479], [-0.47052, -1.32194, -0.11075], [0.75466, -1.69710, 0.48193], [1.16111, -3.06448, -0.08936], [0.26616, -3.75440, -0.42780], [1.78817, -0.75028, 0.28639], [1.54995, 0.46354, -0.07890], [2.64871, 1.49661, -0.08633], [3.70505, 1.04542, 0.14088], [2.30059, 2.63025, -0.13046], [0.02192, 0.98567, -0.32036], [-3.55446, 1.19210, 0.36988], [-3.02199, 1.67209, -1.50632], [-2.03953, 2.16029, -0.32550], [-1.39330, 0.17359, 1.08170], [-1.19236, -2.00185, -0.05741], [0.65515, -1.75971, 1.60114], [2.71115, -1.05003, 0.64259], [-0.08990, 1.98648, -0.21251]],
  "mulliken_charge": [-0.69, -0.38, 0.14, -0.41, 0.13, -0.06, -0.21, -0.04, 0.15, 1.01, -0.53, -0.50, -0.21, 0.27, 0.35, 0.27, 0.31, 0.31, 0.38, 0.34, 0.38],
  "relative_energy_kj_mol": 614.6,
  "charge": 1,
  "lumo_energy_ev": [-6.4, -6.4],
  "homo_energy_ha": [-0.508, -0.508],
  "smiles": "CO[C@H]1N[C@@H](N=O)NC([N+](=O)[O-])=[NH+]1",
  "gap_ev": [7.40, 7.40]
}



Entry 4:
{
  "formula": "C4H8NO",
  "method": "the ωB97M-V functional and the def2-TZVPD basis",
  "symbols": ["N", "C", "C", "C", "O", "C", "H", "H", "H", "H", "H", "H", "H", "H"],
  "xyz": [[0.23486, -1.29469, 1.96125], [0.10741, -0.49100, 0.79835], [-0.41275, 0.86786, 0.29109], [-0.25335, 0.68724, -1.28925], [0.68132, 1.41808, -1.93211], [0.34337, -0.84077, -0.71421], [-0.04213, -0.88975, 2.84604], [0.53235, -2.29775, 1.88042], [0.36587, 1.62422, 0.47870], [-1.44908, 1.22435, 0.58573], [-1.33482, 0.70149, -1.68190], [0.70714, 2.25832, -1.36847], [1.41653, -0.72321, -0.88881], [0.16526, -1.91805, -1.07855]],
  "mulliken_charge": [-0.34, 0.19, -0.36, -0.09, -0.45, -0.54, 0.27, 0.29, 0.29, 0.37, 0.31, 0.35, 0.34, 0.38],
  "relative_energy_kj_mol": 267.1,
  "charge": 1,
  "lumo_energy_ev": -5.4,
  "homo_energy_ha": -0.551,
  "smiles": "[NH2+]=C1CC(O)C1",
  "gap_ev": 9.64
}



Entry 5:
{
  "formula": "C4H8NO",
  "method": "the ωB97M-V functional and the def2-TZVPD basis",
  "symbols": ["C", "C", "N", "C", "C", "O", "H", "H", "H", "H", "H", "H", "H", "H"],
  "xyz": [[-1.73229, -1.65388, -0.15980], [-0.65905, -0.85416, 0.28145], [-0.08429, 0.04915, -0.49555], [1.07082, 1.06887, -0.74366], [1.77734, 1.61323, 0.26445], [1.64284, 1.48659, 1.57501], [-2.53057, -2.00684, 0.59517], [-1.01449, -2.51775, -0.33208], [-2.19282, -1.36942, -1.15805], [-0.48397, -0.68215, 1.35652], [-0.54344, 0.16981, -1.37368], [1.06801, 1.61630, -1.74544], [2.75482, 2.13316, 0.21994], [0.92710, 0.94707, 1.71573]],
  "mulliken_charge": [-1.00, 0.46, -0.20, -0.28, 0.03, -0.36, 0.33, 0.31, 0.30, 0.29, 0.22, 0.28, 0.37, 0.24],
  "relative_energy_kj_mol": 263.8,
  "charge": 1,
  "lumo_energy_ev": -5.0,
  "homo_energy_ha": -0.511,
  "smiles": "C/C=[NH+]/C=C\\O",
  "gap_ev": 8.85
}



Entry 6:
{
  "formula": "C4H8NO",
  "method": "the ωB97M-V functional and the def2-TZVPD basis",
  "symbols": ["C", "C", "C", "O", "C", "N", "H", "H", "H", "H", "H", "H", "H", "H"],
  "xyz": [[0.69278, -1.82529, -0.08222], [0.19859, -0.55460, 0.57631], [-1.19037, -0.22348, 0.35045], [-2.35570, -0.23583, 0.50906], [-0.23642, 0.51535, -0.49018], [-0.13438, 1.90102, -0.09122], [0.77663, -2.56555, 0.66835], [1.80305, -1.52745, -0.52731], [-0.01039, -2.14290, -0.89527], [0.67492, -0.40646, 1.57463], [-0.02909, 0.31129, -1.62435], [-0.94277, 2.41451, -0.30826], [0.73121, 2.41754, -0.56208], [0.02195, 1.92184, 0.90209]],
  "mulliken_charge": [-1.17, 0.04, 0.53, -0.42, -0.48, -0.24, 0.40, 0.28, 0.30, 0.33, 0.32, 0.34, 0.40, 0.37],
  "relative_energy_kj_mol": 249.0,
  "charge": 1,
  "lumo_energy_ev": -4.3,
  "homo_energy_ha": -0.519,
  "smiles": "C[C@@H]1C(=O)[C@H]1[NH3+]",
  "gap_ev": 9.80
}



Entry 7:
{
  "formula": "C4H8NO",
  "method": "the ωB97M-V functional and the def2-TZVPD basis",
  "symbols": ["C", "N", "C", "C", "O", "C", "H", "H", "H", "H", "H", "H", "H", "H"],
  "xyz": [[-1.56567, -1.06421, 0.13515], [-0.96470, 0.04076, 0.04307], [-1.08053, 1.44594, -0.24369], [0.16880, 0.72980, 0.43900], [1.30263, 0.66643, -0.29347], [1.89603, -0.59320, -0.23357], [-0.97159, -1.82511, 0.52737], [-2.51567, -1.20479, -0.40585], [-1.66961, 2.12151, 0.41616], [-0.94746, 1.70673, -1.29646], [0.23176, 0.72365, 1.56714], [1.30189, -1.37089, -0.71022], [1.98261, -0.93377, 0.78468], [2.83151, -0.44285, -0.72931]],
  "mulliken_charge": [-0.16, 0.09, -0.48, 0.05, -0.32, -0.74, 0.33, 0.30, 0.29, 0.28, 0.45, 0.28, 0.39, 0.26],
  "relative_energy_kj_mol": 278.3,
  "charge": 1,
  "lumo_energy_ev": -5.6,
  "homo_energy_ha": -0.563,
  "smiles": "C=[N+]1C[C@@H]1OC",
  "gap_ev": 9.76
}



Entry 8:
{
  "formula": "C4H8NO",
  "method": "the ωB97M-V functional and the def2-TZVPD basis",
  "symbols": ["C", "C", "C", "C", "N", "O", "H", "H", "H", "H", "H", "H", "H", "H"],
  "xyz": [[2.03927, 0.35531, -1.67726], [1.39855, 0.57939, -0.52446], [-2.24129, 0.33941, 0.57869], [-2.12882, -0.99030, 1.04410], [-1.04037, -0.36057, 1.02849], [1.45262, -0.34376, 0.51428], [2.02727, 0.97451, -2.47247], [2.57463, -0.58476, -1.63386], [0.82331, 1.46782, -0.33523], [-2.15315, 0.63419, -0.45643], [-2.61165, 1.14150, 1.24849], [-2.52286, -1.92297, 1.32616], [0.14123, -0.36577, 0.85237], [2.24126, -0.92402, 0.50713]],
  "mulliken_charge": [-0.80, 0.16, -0.43, -0.02, -0.06, -0.52, 0.32, 0.18, 0.40, 0.29, 0.25, 0.38, 0.52, 0.34],
  "relative_energy_kj_mol": 359.2,
  "charge": 1,
  "lumo_energy_ev": -4.7,
  "homo_energy_ha": -0.513,
  "gap_ev": 9.25
}



Entry 9:
{
  "formula": "C4H8NO",
  "method": "the ωB97M-V functional and the def2-TZVPD basis",
  "symbols": ["C", "C", "C", "C", "N", "O", "H", "H", "H", "H", "H", "H", "H", "H"],
  "xyz": [[-1.44447, -0.00069, 0.00113], [-0.42963, 1.09605, 0.06241], [-0.34211, -1.05149, 0.11923], [1.94573, 0.08680, -0.05890], [-2.66266, 0.05303, -0.05039], [0.60236, 0.07708, 0.51995], [-0.02141, 1.42026, -0.88380], [-0.66486, 1.96925, 0.65782], [-0.26712, -1.58609, 1.04469], [-0.11140, -1.36290, -0.83356], [2.37951, -0.84293, 0.22958], [1.66270, 0.22199, -1.05240], [2.40002, 0.85561, 0.40274], [-3.04666, -0.93596, -0.15852]],
  "mulliken_charge": [0.30, -0.34, -0.25, -0.71, -0.52, -0.11, 0.29, 0.32, 0.32, 0.37, 0.30, 0.44, 0.31, 0.28],
  "relative_energy_kj_mol": 333.4,
  "charge": 1,
  "lumo_energy_ev": -3.8,
  "homo_energy_ha": -0.557,
  "gap_ev": 11.41
}



Entry 10:
{
  "formula": "C4H8NO",
  "method": "the ωB97M-V functional and the def2-TZVPD basis",
  "symbols": ["C", "C", "C", "N", "C", "O", "H", "H", "H", "H", "H", "H", "H", "H"],
  "xyz": [[-1.21692, 1.25114, -1.50349], [-0.32443, 0.08008, -1.01646], [0.92197, 0.23618, -0.19045], [0.60549, -0.58755, 0.77430], [0.84975, -1.18548, 1.98613], [-0.81152, -0.82405, 0.01608], [-1.67810, 1.83969, -0.74427], [-2.11402, 0.92828, -2.02927], [-0.51407, 1.78069, -2.07577], [-0.05376, -0.52015, -1.94874], [1.76633, 0.95910, -0.08802], [1.68006, -0.64536, 2.33279], [0.98835, -2.28403, 1.94293], [-0.09914, -1.02854, 2.54424]],
  "mulliken_charge": [-1.18, 0.27, -0.14, 0.31, -0.64, -0.31, 0.37, 0.35, 0.35, 0.28, 0.38, 0.36, 0.29, 0.32],
  "relative_energy_kj_mol": 386.2,
  "charge": 1,
  "lumo_energy_ev": -5.3,
  "homo_energy_ha": -0.593,
  "smiles": "C[C@H]1C=[N+](C)O1",
  "gap_ev": 10.87
}



Entry 11:
{
  "formula": "C4H8NO",
  "method": "the ωB97M-V functional and the def2-TZVPD basis",
  "symbols": ["C", "N", "C", "C", "C", "O", "H", "H", "H", "H", "H", "H", "H", "H"],
  "xyz": [[-1.90079, -0.13884, 0.11887], [-0.37740, -0.12472, -0.14915], [0.53671, 0.88084, -0.64121], [1.64511, 0.20220, 0.14601], [0.63784, -0.79015, 0.55377], [0.16810, -1.41429, -0.50819], [-2.05754, -1.15302, 0.22364], [-1.97034, 0.40665, 1.01938], [-2.42914, 0.12235, -0.73902], [0.14428, 1.77591, -0.25410], [0.75341, 0.79224, -1.71593], [2.46503, -0.13988, -0.52930], [2.10204, 0.79551, 0.90163], [0.28269, -1.21480, 1.57359]],
  "mulliken_charge": [-0.82, 0.38, -0.43, -0.64, 0.14, -0.33, 0.39, 0.37, 0.36, 0.36, 0.26, 0.29, 0.30, 0.39],
  "relative_energy_kj_mol": 389.9,
  "charge": 1,
  "lumo_energy_ev": -3.0,
  "homo_energy_ha": -0.621,
  "smiles": "C[N@@+]12CC[C@@H]1O2",
  "gap_ev": 13.91
}



Entry 12:
{
  "formula": "C4H8NO2",
  "method": "the ωB97M-V functional and the def2-TZVPD basis",
  "symbols": ["C", "C", "O", "N", "C", "C", "O", "H", "H", "H", "H", "H", "H", "H", "H"],
  "xyz": [[0.71779, 0.71666, 1.51030], [1.41440, 0.17122, 0.29282], [2.56083, -0.26381, 0.36100], [0.69736, 0.17706, -0.85113], [-0.75950, 0.36594, -0.90570], [-1.63860, -0.80459, -0.36866], [-2.88033, -0.39383, -0.11103], [0.43076, 1.77192, 1.42577], [-0.23989, 0.23936, 1.71136], [1.35114, 0.59918, 2.38914], [1.16765, -0.29999, -1.60474], [-1.01712, 0.45726, -1.96394], [-1.02757, 1.27954, -0.40685], [-1.09116, -1.24225, 0.50210], [-1.54599, -1.61275, -1.14802]],
  "mulliken_charge": [-1.06, 0.62, -0.70, -0.11, -0.69, -0.31, -0.88, 0.28, 0.32, 0.31, 0.24, 0.40, 0.23, 0.13, 0.21],
  "relative_energy_kj_mol": 163.6,
  "charge": -1,
  "lumo_energy_ev": 4.0,
  "homo_energy_ha": -0.098,
  "smiles": "CC(=O)NCC[O-]",
  "gap_ev": 6.62
}



Entry 13:
{
  "formula": "C4H8NO2",
  "method": "the ωB97M-V functional and the def2-TZVPD basis",
  "symbols": ["C", "C", "N", "H", "H", "H", "H", "H", "O", "C", "O", "C", "H", "H", "H"],
  "xyz": [[2.10731, 0.07753, -1.34511], [1.58718, -1.02639, -1.89250], [0.35264, -1.60592, -1.58113], [1.49242, 0.57236, -0.60539], [3.04686, 0.49907, -1.68458], [2.10881, -1.53632, -2.70459], [-0.14469, -1.21988, -0.74047], [0.36752, -2.61401, -1.55120], [-0.77787, 1.77103, 0.47067], [-0.94026, 0.71976, 1.11549], [-0.51501, -0.43573, 0.83562], [-1.79925, 0.84168, 2.39635], [-2.76743, 1.27349, 2.13019], [-1.89428, -0.14726, 2.86362], [-1.29934, 1.55650, 3.06152]],
  "mulliken_charge": [-0.79, 0.04, -0.54, 0.22, 0.25, 0.28, 0.39, 0.21, -0.73, 0.64, -0.82, -0.88, 0.25, 0.26, 0.22],
  "relative_energy_kj_mol": 70.9,
  "charge": -1,
  "lumo_energy_ev": 4.2,
  "homo_energy_ha": -0.154,
  "gap_ev": 8.40
}



Entry 14:
{
  "formula": "C4H8NO2",
  "method": "the ωB97M-V functional and the def2-TZVPD basis",
  "symbols": ["O", "C", "N", "O", "C", "C", "C", "H", "H", "H", "H", "H", "H", "H", "H"],
  "xyz": [[1.44952, 1.42250, -0.04022], [0.84384, 0.25814, 0.02828], [1.79769, -0.85044, 0.34585], [3.04115, -0.38118, -0.17192], [-0.40564, 0.26837, 1.00226], [-1.33504, 0.05159, -0.25588], [-0.13200, 0.00155, -1.27227], [1.94573, -0.89240, 1.31113], [2.78146, 0.53685, -0.51225], [-0.67682, 1.26459, 1.52135], [-0.28963, -0.43714, 1.79637], [-2.00569, -0.72362, -0.31410], [-1.97230, 0.82557, -0.48125], [0.20080, -1.01417, -1.70066], [-0.00807, 0.79845, -2.01110]],
  "mulliken_charge": [-1.02, 1.49, -0.47, -0.45, -1.13, -0.73, -1.08, 0.24, 0.34, 0.17, 0.42, 0.37, 0.25, 0.29, 0.31],
  "relative_energy_kj_mol": 445.6,
  "charge": -1,
  "lumo_energy_ev": 4.4,
  "homo_energy_ha": -0.109,
  "smiles": "[O-]C1(NO)CCC1",
  "gap_ev": 7.36
}



Entry 15:
{
  "formula": "C4H8NO2",
  "method": "the ωB97M-V functional and the def2-TZVPD basis",
  "symbols": ["C", "C", "C", "O", "N", "C", "O", "H", "H", "H", "H", "H", "H", "H", "H"],
  "xyz": [[-0.26900, -1.42084, 1.71192], [0.37439, -0.51456, 0.65890], [-0.57436, 0.65599, 0.38641], [-1.17849, 1.20309, 1.31511], [-0.64052, 0.99194, -0.90592], [0.52582, 0.94892, -2.03312], [0.38293, 1.79223, -2.99328], [-0.09839, -1.05182, 2.72770], [0.29663, -2.38097, 1.69734], [-1.34998, -1.49861, 1.61221], [0.34428, -0.99059, -0.32932], [1.43430, -0.50085, 0.91160], [-1.23322, 1.79085, -1.09063], [0.50240, -0.13662, -2.23043], [1.48321, 1.11184, -1.43847]],
  "mulliken_charge": [-1.21, -0.07, 0.37, -0.71, -0.19, -0.20, -0.79, 0.27, 0.35, 0.32, 0.11, 0.30, 0.24, 0.13, 0.08],
  "relative_energy_kj_mol": 173.9,
  "charge": -1,
  "lumo_energy_ev": 3.9,
  "homo_energy_ha": -0.118,
  "smiles": "CCC(=O)NC[O-]",
  "gap_ev": 7.10
}



Entry 16:
{
  "formula": "C4H8NO2",
  "method": "the ωB97M-V functional and the def2-TZVPD basis",
  "symbols": ["C", "N", "C", "C", "C", "O", "O", "H", "H", "H", "H", "H", "H", "H", "H"],
  "xyz": [[-1.51472, -0.00381, -0.04734], [-0.27799, -0.58664, 0.21160], [-2.55768, -0.98322, 0.37210], [0.88342, 0.34884, 0.26968], [2.14733, -0.20370, -0.33270], [3.29914, 0.35455, 0.06312], [-1.82809, 1.21610, -0.43716], [-0.91519, -0.36474, -0.93522], [-3.56088, -0.61273, 0.25917], [-2.36446, -1.40967, 1.35830], [-2.48494, -1.80344, -0.34835], [1.06777, 0.78007, 1.37146], [0.52407, 1.32168, -0.21300], [2.28643, -1.24434, -0.07925], [1.87459, -0.07418, -1.47248]],
  "mulliken_charge": [0.80, -0.36, -0.99, -0.24, -0.46, -0.88, -0.68, 0.10, 0.35, 0.27, 0.28, 0.30, 0.24, 0.21, 0.07],
  "relative_energy_kj_mol": 605.5,
  "charge": -1,
  "lumo_energy_ev": 3.3,
  "homo_energy_ha": -0.089,
  "gap_ev": 5.73
}